[1]
13
Properties=species:S:1:pos:R:3:forces:R:3:mulliken_charge:R:1 method="wB97M-V/def2-TZVPD" charge=+1 e_homo_ha="-0.50598 / -0.50608" gap_ev="7.1 / 7.1" largest_force_ha_per_bohr=0.07082 energy_ev=-28404.252
C 2.4720 -0.0719 0.5743 -1.591 0.839 -1.072 -0.283
C 1.1254 0.5095 0.2598 -0.597 -0.329 0.918 -0.162
C -3.1409 -0.0030 -0.0619 -1.481 0.325 1.694 -0.795
N 2.6129 -0.0998 -0.9129 2.127 -1.277 -2.666 0.077
O 2.3655 -1.1432 -1.4375 0.128 0.522 0.700 -0.234
S -0.1930 -0.2883 0.8243 -0.088 1.249 -1.281 0.156
S -1.5120 0.3757 -0.6549 0.432 0.032 0.314 0.126
H 3.1576 0.6795 0.8978 0.622 0.280 0.519 0.260
H 2.5073 -1.0640 0.9708 -0.036 -0.366 0.685 0.474
H 1.1561 1.2149 -0.6494 -0.658 -0.573 1.748 0.420
H -3.1493 -0.9588 0.5319 -0.331 0.475 -1.483 0.317
H -3.7486 0.1383 -0.9833 0.287 -1.089 0.480 0.304
H -3.6529 0.7111 0.6411 1.186 -0.088 -0.554 0.340


[2]
11
Properties=species:S:1:pos:R:3:forces:R:3:mulliken_charge:R:1 method="wB97M-V/def2-TZVPD" e_homo_ha=-0.28917 gap_ev=8.7 largest_force_ha_per_bohr=0.05954 energy_ev=-13982.577
C 0.3087 -0.3482 -0.3319 -1.498 -0.634 2.228 -0.310
C -0.7795 -0.9133 1.2097 1.855 0.706 -2.193 -0.245
C 1.6587 0.3087 0.0656 -1.410 -1.974 -1.095 -0.915
N -1.7001 -0.0769 0.7889 -2.358 -0.085 1.950 -0.021
P -1.1357 0.7879 -0.5499 -0.579 0.532 -2.443 -0.116
H 2.1962 -0.6503 0.2304 0.445 1.123 0.970 0.261
H 2.0283 0.5979 -0.9278 0.387 0.999 0.647 0.294
H 1.5536 1.0546 0.8852 0.617 -0.624 -0.801 0.347
H -2.5850 0.1496 1.3636 1.747 -0.660 -1.051 0.265
H -2.0790 0.2321 -1.6740 1.442 0.397 1.476 0.047
H 0.5339 -1.1420 -1.0598 -0.647 0.221 0.313 0.393


[3]
10
Properties=species:S:1:pos:R:3:forces:R:3:mulliken_charge:R:1 method="wB97M-V/def2-TZVPD" e_homo_ha=-0.33325 gap_ev=10.2 largest_force_ha_per_bohr=0.01447 energy_ev=-5251.660
C -1.2154 0.1135 0.6680 0.124 -0.246 0.364 -0.724
C 0.0800 -0.1157 0.4564 -0.178 0.399 0.464 0.244
C 1.4026 0.0988 -0.0818 0.113 -0.006 -0.243 -0.032
O 1.1270 -0.2343 1.3038 0.151 0.441 0.466 -0.411
H -2.0248 -0.0915 -0.0130 0.293 0.544 -0.203 0.265
H -0.9851 -0.0646 -1.5996 0.109 -0.243 -0.589 0.011
H -1.4860 0.4391 1.6604 -0.079 -0.621 0.403 0.233
H -0.5902 -0.6950 -1.5570 -0.206 0.083 -0.561 -0.020
H 1.9883 -0.5951 -0.6801 -0.270 -0.175 0.229 0.266
H 1.7036 1.1448 -0.1571 -0.057 -0.176 -0.330 0.169


[4]
10
Properties=species:S:1:pos:R:3:forces:R:3:mulliken_charge:R:1 method="wB97M-V/def2-TZVPD" e_homo_ha=-0.33305 gap_ev=9.6 largest_force_ha_per_bohr=0.03173 energy_ev=-5251.945
C -1.3415 0.2561 0.0178 0.266 0.091 0.609 -0.784
C 0.4362 -0.6764 -0.2306 -1.125 0.725 0.666 -0.592
C 1.5375 0.2002 0.1227 -0.452 0.179 -0.100 0.154
O 1.5575 1.4108 0.2595 -0.086 -0.424 -0.230 -0.540
H -0.9727 1.1610 0.4832 -0.009 -0.037 0.203 0.270
H -1.9183 -0.4165 0.6465 0.296 0.085 0.117 0.271
H -1.9653 0.5262 -0.8656 0.868 -0.393 0.254 0.314
H 0.4016 -1.6122 0.3270 -0.413 0.157 -0.416 0.298
H -0.4757 -0.3719 -0.8620 0.969 -0.612 -1.161 0.306
H 2.4738 -0.4080 0.2469 -0.313 0.229 0.060 0.304


[5]
10
Properties=species:S:1:pos:R:3:forces:R:3:mulliken_charge:R:1 method="wB97M-V/def2-TZVPD" e_homo_ha=-0.37221 gap_ev=10.8 largest_force_ha_per_bohr=0.06621 energy_ev=-5253.242
C 2.4105 -0.1030 -0.1188 -0.378 -2.130 2.630 -0.376
C 1.8132 -0.7481 0.9405 0.532 1.366 -1.750 -0.433
H 1.7412 0.0755 -0.8966 -0.649 0.335 -1.661 0.154
H 3.4874 0.0745 -0.3115 -0.905 0.181 0.756 0.247
H 0.7688 -1.0941 0.9549 0.322 0.613 -0.544 0.164
H 2.2303 -0.8935 1.9028 1.067 -0.368 0.562 0.247
O -2.6697 0.6261 -0.0819 0.666 -1.060 -0.386 -0.411
C -1.6662 0.2635 -0.6442 0.438 1.947 -0.550 0.011
H -1.4565 -0.5368 -1.3482 -1.139 -1.342 0.093 0.248
H -0.7585 0.8914 -0.7115 0.046 0.457 0.851 0.148


[6]
10
Properties=species:S:1:pos:R:3:forces:R:3:mulliken_charge:R:1 method="wB97M-V/def2-TZVPD" e_homo_ha=-0.29928 gap_ev=5.8 largest_force_ha_per_bohr=0.09008 energy_ev=-5249.278
O -1.0467 1.2968 1.2165 -0.210 -0.827 -1.645 -0.599
C -0.1248 1.2003 0.3618 0.888 2.898 3.502 -0.457
C 0.1838 0.2055 -0.6432 1.083 0.352 0.972 0.041
C -0.1693 -1.1621 -0.4179 -0.546 -3.808 -0.318 -0.826
H 1.0041 0.5966 1.5958 0.017 -0.300 -2.435 0.174
H 0.5458 0.6239 -1.6208 0.177 -0.788 1.155 0.319
H 0.5839 2.0995 0.3109 -1.023 -0.465 -0.695 0.422
H 0.4251 -1.8241 0.3431 0.006 1.400 -1.807 0.296
H -0.3553 -1.7876 -1.3648 0.480 0.937 1.417 0.284
H -1.0465 -1.2487 0.2185 -0.872 0.600 -0.145 0.346


[7]
10
Properties=species:S:1:pos:R:3:forces:R:3:mulliken_charge:R:1 method="wB97M-V/def2-TZVPD" e_homo_ha=-0.32569 gap_ev=10.0 largest_force_ha_per_bohr=0.14264 energy_ev=-5252.605
C -1.6167 0.1648 0.0796 -3.103 -4.461 0.788 -0.760
C 0.6107 0.3343 -0.1609 -2.904 -1.015 1.349 0.165
C 1.7867 -0.0134 0.1270 0.126 -6.698 -0.516 -0.906
H -2.2750 -0.2121 0.9426 1.683 0.682 -0.269 0.242
H -1.7966 1.1944 -0.0208 1.004 1.506 -0.259 0.388
H -2.1247 -0.3847 -0.6673 -1.648 0.412 -1.385 0.279
H 0.2078 1.2685 -0.0791 -0.035 2.971 -0.518 0.292
H 2.4496 0.6584 0.1064 5.464 4.893 0.074 0.398
H 2.0670 -1.0929 0.0900 -0.213 1.043 0.434 0.224
O -0.4016 -0.5433 -0.0807 -0.374 0.667 0.303 -0.324


[8]
10
Properties=species:S:1:pos:R:3:forces:R:3:mulliken_charge:R:1 method="wB97M-V/def2-TZVPD" e_homo_ha=-0.28497 gap_ev=8.5 largest_force_ha_per_bohr=0.01257 energy_ev=-5250.777
C -1.4106 0.1487 0.2825 -0.614 0.175 -0.105 -0.489
C 0.2681 -0.3050 0.6394 0.548 0.248 -0.021 -0.005
O -0.0811 0.8977 1.0128 -0.009 -0.378 -0.073 -0.238
C 1.3641 -0.2797 -0.4116 -0.052 -0.071 -0.021 -1.004
H -1.7874 1.1419 0.0036 0.062 -0.119 0.012 0.282
H -1.3584 -0.4248 -0.6552 0.117 0.063 0.151 0.275
H -2.0048 -0.3404 1.0442 0.148 0.067 -0.103 0.254
H 1.3469 -1.1733 -1.0428 -0.011 0.121 0.103 0.312
H 1.3536 0.6349 -1.0204 -0.033 -0.099 0.083 0.320
H 2.3095 -0.3001 0.1475 -0.157 -0.007 -0.026 0.293


[9]
11
Properties=species:S:1:pos:R:3:forces:R:3:mulliken_charge:R:1 method="wB97M-V/def2-TZVPD" e_homo_ha="-0.27242 / -0.28447" gap_ev="8.0 / 8.6" largest_force_ha_per_bohr=0.07022 energy_ev=-7298.881
C 0.0051 -0.3666 0.0433 -2.082 0.587 -0.559 -0.298
C -1.2234 0.4412 0.5380 0.879 1.052 -0.590 -0.305
C 1.2266 0.4598 -0.5302 -2.908 -2.008 0.740 -0.503
O -2.2649 0.5368 -0.3698 0.594 -0.325 0.505 -0.431
O 2.2796 0.5808 0.2792 1.247 -1.047 0.298 -0.432
H 0.2541 -0.9190 0.9200 0.985 -0.667 0.495 0.226
H -0.6101 -1.0849 -0.6023 1.874 0.470 0.083 0.354
H -1.1263 1.3475 1.1820 -0.136 -0.812 -0.654 0.345
H 0.9833 1.3393 -1.0236 -0.424 1.577 -0.962 0.393
H -2.2238 -0.2904 -0.8833 -0.282 0.515 0.051 0.295
H 2.5830 -0.3444 0.3603 0.254 0.657 0.593 0.356


[10]
11
Properties=species:S:1:pos:R:3:forces:R:3:mulliken_charge:R:1 method="wB97M-V/def2-TZVPD" e_homo_ha=-0.35604 gap_ev=10.4 largest_force_ha_per_bohr=0.00940 energy_ev=-7302.529
O -1.3201 0.6075 -0.8687 -0.277 0.142 -0.017 -0.509
C -0.9472 -0.1825 0.2447 0.154 -0.238 0.306 -0.409
C 0.4947 -0.6172 0.0457 0.030 -0.042 0.023 -0.454
C 1.4867 0.5229 -0.0316 0.336 -0.083 0.064 -0.014
O 2.6625 0.3885 0.2147 -0.473 0.065 -0.076 -0.481
H -2.2098 0.9449 -0.7108 0.151 -0.012 -0.130 0.302
H -1.5730 -1.0836 0.3199 0.030 0.166 0.017 0.306
H -1.0552 0.3810 1.1860 0.043 -0.067 -0.182 0.319
H 0.5621 -1.1747 -0.8980 0.026 0.089 0.084 0.275
H 0.8126 -1.2938 0.8460 -0.025 0.073 -0.124 0.310
H 1.0867 1.5070 -0.3478 0.003 -0.094 0.037 0.356


[11]
11
Properties=species:S:1:pos:R:3:forces:R:3:mulliken_charge:R:1 method="wB97M-V/def2-TZVPD" e_homo_ha=-0.31664 gap_ev=8.8 largest_force_ha_per_bohr=0.01087 energy_ev=-7298.896
O 1.2456 -1.0078 -0.7837 -0.133 -0.105 -0.222 -0.503
C 0.6293 -1.2056 0.4590 -0.056 -0.057 0.306 -0.088
C -0.6607 -0.5128 0.7520 0.243 -0.263 -0.302 -0.334
C -0.6829 1.4516 -0.1913 0.002 0.555 0.062 -0.619
O -1.0739 0.0897 -0.4060 0.012 -0.386 0.268 -0.227
H 0.5347 -0.8122 -1.4123 0.111 0.011 0.052 0.308
H 0.4183 -2.2681 0.6800 0.051 -0.004 0.004 0.292
H 1.3198 -0.8768 1.2512 -0.125 -0.107 -0.030 0.299
H -0.5189 1.6069 0.8841 0.046 0.190 -0.184 0.347
H 0.2407 1.6297 -0.7475 -0.108 0.133 0.185 0.250
H -1.4868 2.1031 -0.5167 -0.042 0.032 -0.140 0.275


[12]
11
Properties=species:S:1:pos:R:3:forces:R:3:mulliken_charge:R:1 method="wB97M-V/def2-TZVPD" e_homo_ha=-0.36107 gap_ev=10.5 largest_force_ha_per_bohr=0.02749 energy_ev=-7301.679
C -2.9331 -0.3356 0.2674 -1.088 -0.306 -0.451 -0.963
C 2.2309 0.3016 -0.6712 -0.011 0.196 -0.181 -0.514
C -1.7883 -0.0029 0.7504 1.276 0.350 0.498 0.856
O 1.9780 -0.5899 0.3827 -0.206 -0.237 0.462 -0.495
O -0.7518 0.2986 1.1866 -0.344 -0.033 -0.061 -0.429
H 1.1772 -0.3025 0.8412 0.191 -0.087 -0.146 0.358
H -3.4238 -1.2371 0.5774 0.043 -0.250 0.198 0.243
H -3.4305 0.2768 -0.4591 0.052 0.270 -0.154 0.247
H 1.4146 0.3066 -1.4035 0.078 0.032 -0.029 0.233
H 3.1410 -0.0401 -1.1621 -0.026 0.078 -0.054 0.225
H 2.3860 1.3245 -0.3098 0.035 -0.013 -0.081 0.239


[13]
11
Properties=species:S:1:pos:R:3:forces:R:3:mulliken_charge:R:1 method="wB97M-V/def2-TZVPD" e_homo_ha=-0.38349 gap_ev=11.4 largest_force_ha_per_bohr=0.16719 energy_ev=-7300.245
C -0.1570 0.9444 1.0009 0.626 -1.299 -6.789 -0.927
C 0.1868 -0.5438 0.6157 2.335 -3.091 2.798 -0.241
C -0.1538 -0.4309 -1.7819 -2.487 -3.867 5.620 0.056
H 0.3125 1.5824 0.0422 -1.327 -1.466 2.593 0.220
H 0.4549 1.1590 1.7710 1.182 1.125 3.132 0.382
H -1.2282 1.0998 0.9617 0.003 0.188 0.790 0.290
H 1.4591 -0.7756 0.5903 -3.677 1.030 -0.073 0.247
H -0.1822 -1.4809 1.5465 0.932 3.229 -2.818 0.230
H -0.8884 -0.8915 -2.2421 -3.399 -1.826 -4.530 0.459
O -0.4127 -1.0340 -0.5785 0.079 0.007 1.602 -0.336
O 0.6090 0.3710 -1.9258 5.733 5.970 -2.325 -0.381


[14]
11
Properties=species:S:1:pos:R:3:forces:R:3:mulliken_charge:R:1 method="wB97M-V/def2-TZVPD" e_homo_ha=-0.31681 gap_ev=9.5 largest_force_ha_per_bohr=0.01091 energy_ev=-7299.004
O -0.9149 0.6929 -1.3444 -0.040 0.100 -0.289 -0.510
C 0.2805 0.8859 -0.6142 0.352 0.048 0.229 -0.378
C 0.1286 0.1360 0.6942 -0.008 -0.044 -0.064 -0.385
C 0.0603 -1.3498 0.5066 -0.077 0.426 0.357 -0.487
O -0.5503 -2.0186 1.4446 0.124 0.054 -0.320 -0.355
H -0.7799 1.0241 -2.2399 -0.106 -0.067 0.130 0.300
H 0.4621 1.9537 -0.4169 -0.063 -0.176 -0.044 0.294
H 1.1506 0.4868 -1.1565 -0.157 0.051 0.050 0.305
H -0.7612 0.4652 1.2492 0.096 -0.061 -0.054 0.252
H 1.0054 0.3163 1.3340 -0.080 -0.052 -0.079 0.301
H -0.0813 -2.5924 0.5435 -0.042 -0.279 0.083 0.664


[15]
11
Properties=species:S:1:pos:R:3:forces:R:3:mulliken_charge:R:1 method="wB97M-V/def2-TZVPD" e_homo_ha=-0.33293 gap_ev=9.7 largest_force_ha_per_bohr=0.02667 energy_ev=-7302.130
C -0.1980 0.0318 1.0582 0.371 -0.486 0.517 -0.523
C 0.6150 1.2496 0.7848 0.262 0.724 -0.269 -0.844
C -1.2559 -0.3059 0.3837 -0.961 -0.646 -0.736 0.631
O 0.3610 -1.2779 -2.2546 -0.482 -0.191 0.306 -0.640
O -2.1814 -0.6414 -0.2561 0.718 0.372 0.564 -0.413
H -0.6113 -1.2817 -2.2084 0.463 0.040 -0.071 0.317
H 0.1582 -0.6535 1.8184 -0.363 -0.106 -0.032 0.324
H 0.6218 -1.8072 -1.4869 -0.004 0.182 -0.231 0.319
H 0.9213 1.2909 -0.2653 0.001 0.103 0.147 0.289
H 0.0489 2.1542 1.0265 0.218 0.012 -0.067 0.264
H 1.5204 1.2410 1.3996 -0.223 -0.004 -0.128 0.276


[16]
11
Properties=species:S:1:pos:R:3:forces:R:3:mulliken_charge:R:1 method="wB97M-V/def2-TZVPD" e_homo_ha=-0.36310 gap_ev=10.6 largest_force_ha_per_bohr=0.02328 energy_ev=-7302.205
O 1.8661 0.7266 0.9875 -0.226 -0.326 0.166 -0.459
C 0.9851 0.6526 0.1648 0.724 0.950 0.081 0.049
C -0.4527 0.4826 0.5335 -0.600 -0.328 0.890 -0.432
C -1.1936 -0.7011 -0.0906 -0.003 -0.394 0.434 -0.503
O -0.7973 -1.0552 -1.3984 0.012 0.410 -0.286 -0.520
H 1.2874 0.8574 -0.8670 -0.373 -0.276 -0.511 0.310
H -0.4259 0.3206 1.6095 -0.007 -0.184 0.193 0.272
H -1.0282 1.4099 0.4824 0.285 0.226 -0.723 0.346
H -1.0352 -1.5629 0.5474 0.594 -0.386 -0.177 0.310
H -2.2695 -0.6119 -0.0001 -0.423 0.619 -0.274 0.320
H -0.9957 -0.3191 -1.9977 0.017 -0.311 0.208 0.307


[17]
11
Properties=species:S:1:pos:R:3:forces:R:3:mulliken_charge:R:1 method="wB97M-V/def2-TZVPD" e_homo_ha=-0.37083 gap_ev=10.7 largest_force_ha_per_bohr=0.01222 energy_ev=-7299.961
O -1.8272 0.7130 -0.9962 0.374 0.112 0.492 -0.417
C -1.0503 0.7977 -0.0784 -0.321 -0.021 -0.247 -0.340
C -0.3599 -0.3924 0.5302 -0.289 -0.025 0.226 0.250
C 1.0275 -0.7429 0.8488 0.081 0.087 0.180 -0.188
O 0.3040 -1.3978 -0.1913 -0.176 -0.131 -0.072 -0.360
H 0.0889 0.7804 -2.1728 0.280 0.010 -0.180 0.011
H -0.9454 1.7301 0.5123 0.029 0.040 -0.130 0.286
H -1.1150 -0.7534 1.2356 0.127 -0.294 0.186 0.274
H 0.8038 0.7869 -1.9802 0.163 0.022 -0.166 0.015
H 1.1620 -1.3306 1.7584 0.096 0.022 -0.219 0.236
H 1.9116 -0.1910 0.5335 -0.364 0.180 -0.071 0.233


[18]
11
Properties=species:S:1:pos:R:3:forces:R:3:mulliken_charge:R:1 method="wB97M-V/def2-TZVPD" e_homo_ha=-0.38627 gap_ev=11.3 largest_force_ha_per_bohr=0.06557 energy_ev=-7303.254
O 0.6932 1.1372 -1.2278 -0.288 -0.464 -0.231 -0.570
C -0.2439 0.9681 -0.4822 1.966 2.242 -0.408 0.485
O -0.9424 2.0628 -0.0900 -1.191 -0.958 0.869 -0.475
C -0.5421 -0.3245 0.1664 -2.232 -1.294 0.533 -0.173
C 0.6667 -1.2074 0.3027 2.147 -2.593 -0.182 -1.030
H -0.5583 2.8804 -0.4268 0.320 -0.317 -0.429 0.341
H -1.3415 -0.8233 -0.4520 0.708 0.436 0.439 0.238
H -1.0299 -0.1912 1.1564 0.277 0.242 -0.679 0.286
H 1.0218 -1.4435 1.3108 -0.675 0.541 0.345 0.297
H 1.5596 -0.7816 -0.1324 0.004 0.493 -0.386 0.331
H 0.7169 -2.2769 -0.1251 -1.037 1.673 0.127 0.270


[19]
11
Properties=species:S:1:pos:R:3:forces:R:3:mulliken_charge:R:1 method="wB97M-V/def2-TZVPD" e_homo_ha="-0.32784 / -0.32780" gap_ev="8.5 / 8.5" largest_force_ha_per_bohr=0.00627 energy_ev=-7297.247
O -1.7401 0.5943 -1.0968 0.011 0.009 -0.011 -0.643
C -1.1054 0.5953 0.0278 0.297 0.062 0.109 0.119
C 0.2169 -0.1622 0.0461 -0.207 -0.207 0.024 0.093
C 1.2468 -0.7728 0.8659 0.203 0.048 0.184 -0.292
O 0.5297 -1.3839 -0.2670 -0.084 0.152 -0.148 -0.265
H -0.2655 0.7977 -1.8662 -0.016 -0.031 0.067 0.082
H -0.9063 1.5579 0.5513 -0.070 -0.111 -0.113 0.255
H -1.5122 -0.0980 0.8265 -0.002 0.017 -0.004 0.167
H 0.5246 0.7626 -1.7104 0.016 -0.013 0.014 0.006
H 1.0017 -1.2113 1.8295 0.007 0.089 -0.142 0.241
H 2.2895 -0.5473 0.6635 -0.154 -0.014 0.019 0.235


[20]
11
Properties=species:S:1:pos:R:3:forces:R:3:mulliken_charge:R:1 method="wB97M-V/def2-TZVPD" e_homo_ha=-0.38370 gap_ev=11.2 largest_force_ha_per_bohr=0.03629 energy_ev=-7303.634
O 0.4089 1.8284 -1.3740 0.621 -0.381 0.980 -0.551
O 1.1383 1.2132 0.6972 -1.068 -0.808 -1.300 -0.424
C 0.3982 1.0347 -0.4562 -0.981 0.477 -0.611 0.395
C -0.2694 -1.1938 0.5495 0.040 -0.849 0.074 -1.095
C -0.5635 -0.1615 -0.5067 0.725 0.497 0.754 -0.099
H 1.6054 2.0283 0.5157 0.450 0.581 0.093 0.334
H -0.3750 -0.7578 1.5343 0.089 -0.008 0.276 0.298
H 0.7534 -1.6217 0.4567 -0.724 0.253 0.041 0.294
H -1.0181 -1.9941 0.4581 0.384 0.027 0.131 0.336
H -1.5902 0.2253 -0.3811 0.472 0.034 -0.147 0.233
H -0.4879 -0.6010 -1.4933 -0.007 0.176 -0.290 0.280